# 1
# C24H37AuO2Si

A structure of composition C24H37AuO2Si (ωB97M-V/def2-TZVPD, the OMol25 dataset).

XYZ file:
```
65
Properties=species:S:1:pos:R:3
O -0.1191 0.0434 -1.0899
C 0.9298 -0.4992 -1.9941
C 0.4281 0.4058 -3.1084
H 0.7329 -1.5760 -2.1103
H 1.9376 -0.3053 -1.5918
C -0.7153 0.8177 -2.1391
H 0.1083 -0.1085 -4.0101
H 1.1075 1.2349 -3.3185
C -2.0492 0.1966 -2.5045
H -1.9725 -0.9035 -2.5248
H -2.3611 0.5438 -3.5059
H -2.8387 0.4849 -1.7866
C -0.8295 2.2832 -1.8101
H 0.1644 2.7368 -1.6750
H -1.4233 2.4375 -0.8901
H -1.3428 2.8090 -2.6362
Au 0.0409 -0.0364 1.1583
C 0.8910 1.6030 2.7569
C 1.9480 0.5297 2.6197
C 2.3444 0.5122 1.2756
H 2.1243 -0.2530 3.4075
C 1.7139 1.6068 0.6010
C 0.7985 2.2330 1.4642
H 0.1715 3.1133 1.2545
H 0.3258 1.9561 3.6716
H 3.1003 -0.1630 0.8894
H 1.9590 1.9207 -0.4188
C -1.4447 -0.4264 3.0266
C -2.0378 0.7677 2.3560
C -2.3318 0.4043 1.0698
H -1.9662 1.7529 2.8440
C -2.0822 -1.0397 0.8964
C -1.6210 -1.5728 2.0608
H -1.2934 -2.5999 2.3181
H -1.2289 -0.5990 4.2018
H -2.7782 1.0751 0.3420
H -2.3079 -1.6028 -0.0038
O 0.6979 -1.6667 -6.1538
C 0.2526 -0.5703 -7.0156
C 0.4132 -0.9545 -8.4973
H 0.8734 0.3366 -6.7899
H -0.7941 -0.3266 -6.7355
C 1.6304 -1.9066 -8.4273
H 0.5614 -0.0986 -9.1484
H -0.4717 -1.5291 -8.8109
C 1.3946 -2.5952 -7.0684
H 2.5499 -1.3026 -8.3659
H 1.6884 -2.6009 -9.2601
H 2.3344 -2.9155 -6.5769
H 0.7649 -3.5087 -7.2171
C 1.5398 -0.8865 6.9808
Si 0.0191 0.0033 6.3786
C -1.5357 -0.8858 6.9843
C 0.0004 1.7777 6.9784
C 0.0656 -0.0544 4.5974
C -0.0691 -0.1070 3.1756
H 1.5364 -0.8835 8.0669
H 2.4217 -0.3685 6.6093
H 1.5311 -1.9109 6.6112
H -1.5322 -0.8834 8.0712
H -2.4233 -0.3687 6.6187
H -1.5317 -1.9139 6.6190
H 0.8909 2.2823 6.6069
H -0.8915 2.2817 6.6073
H 0.0006 1.7740 8.0651
```

## Properties
HOMO level (spin up / spin down) = -5.21 / -6.46 eV
LUMO energy (spin up / spin down) = 0.61 / 0.21 eV
Calculated total energy = -41138.2062 eV
Kohn-Sham gap (spin up / spin down) = 5.82 / 6.67 eV
Multiplicity = 3

---

# 2
# C15H31N2O7P2

A cluster of 3 separate species, C15H31N2O7P2 in total (ωB97M-V/def2-TZVPD, the OMol25 dataset).

XYZ file:
```
57
Properties=species:S:1:pos:R:3
N 0.4671 3.1499 4.2517
P -0.3496 2.7323 2.8872
C 0.2878 1.0999 2.1335
C 1.8347 0.5725 2.4885
N 2.4197 -0.7297 1.9020
C 1.6460 -1.6142 0.9246
C 0.1138 -1.1885 0.5075
C -0.6145 0.1887 1.1163
C -2.1702 0.5612 0.6267
O -2.7427 -0.4107 -0.1381
O -2.8552 1.8237 0.9270
C -4.3182 1.7092 0.8943
P -5.1022 0.8544 2.4189
O -6.6832 0.6981 2.1484
O -4.4780 -0.7283 2.7787
O -4.9652 1.8586 3.8742
H 1.1841 2.4156 4.4773
H -1.7652 2.6009 3.1923
H -0.1070 3.7867 1.9078
H 2.5531 1.1540 3.2227
H 3.3904 -1.0707 2.1560
H 2.0809 -2.6189 0.4619
H -0.5216 -1.8327 -0.2507
H -4.7633 1.2323 -0.0796
H -4.7299 2.8306 0.9126
H -4.8881 -0.9564 3.6872
H -5.9263 2.0853 4.1190
C -3.7195 4.2492 -4.8073
C -2.7844 4.4910 -3.6333
O -3.0035 3.6020 -2.5405
C -2.8383 2.2118 -2.8107
C -1.4422 1.8508 -3.2890
H -4.7654 4.3353 -4.4879
H -3.5321 4.9797 -5.6012
H -3.5896 3.2527 -5.2337
H -2.9537 5.5032 -3.2528
H -1.7375 4.4517 -3.9483
H -3.5997 1.8728 -3.5208
H -3.0370 1.6836 -1.8707
H -1.1912 2.3450 -4.2303
H -1.3606 0.7706 -3.4442
H -0.6938 2.1561 -2.5496
C 4.7677 -5.9907 1.0727
C 4.1546 -4.8119 0.3337
O 4.7899 -3.5686 0.6221
C 6.1753 -3.4741 0.2986
C 6.4676 -3.6896 -1.1766
H 4.7358 -5.8220 2.1561
H 4.2210 -6.9112 0.8428
H 5.8126 -6.1458 0.7974
H 3.1097 -4.7093 0.6430
H 4.1402 -4.9875 -0.7459
H 6.7556 -4.1625 0.9216
H 6.4945 -2.4629 0.5776
H 6.1754 -4.6878 -1.5104
H 7.5371 -3.5687 -1.3743
H 5.9147 -2.9662 -1.7858
```

## Properties
HOMO level = -11.71 eV
Net charge = +1
LUMO energy = -6.10 eV
Energy above the lowest of the compared OMol25 structures with the same formula, charge and spin = 107.5 kcal per mole
Calculated total energy = -51930.5524 eV
Kohn-Sham gap = 5.61 eV

---

# 3
# C3H2N2O3

The molecule C3H2N2O3 (ωB97M-V/def2-TZVPD, the OMol25 dataset).

XYZ file:
```
10
Properties=species:S:1:pos:R:3
O 2.2155 0.7374 -0.2781
C 1.9231 -0.3585 0.0208
O 0.7522 -0.9602 0.0261
C -0.4444 -0.3848 -0.0481
C -0.7825 0.8980 0.1244
N -2.1539 0.9373 -0.0615
N -2.6111 -0.2196 -0.1416
O -1.5376 -1.1732 -0.1458
H 2.6343 -1.1634 0.2259
H 0.0045 1.6871 0.2779
```

## Properties
HOMO level = -10.40 eV
LUMO energy = 0.43 eV
Energy above the lowest of the compared OMol25 structures with the same formula, charge and spin = 86.8 kcal per mole
Calculated total energy = -12263.2168 eV
Kohn-Sham gap = 10.83 eV
SMILES string = O=COc1cnno1

---

> What is the formula in the first record?

C24H37AuO2Si